[1]
21
Properties=species:S:1:pos:R:3 method="wB97M-V/def2-TZVPD" fmax_ev_per_a=1.14 homo_lumo_gap_ev=6.857 homo_ev=-2.6 charge=-1 de_lowest_ev=0.3664
O 0.0373 -0.6525 -0.5677
N 1.8719 -1.6593 -1.7242
C -1.8242 1.2797 0.6341
C 0.6999 -1.7944 -0.8204
C -2.2318 0.0512 1.4405
C 2.6562 -0.4736 -1.3985
C -0.5314 1.8937 1.1534
H 3.4973 -0.4030 -2.0899
H 2.0406 0.4317 -1.4109
H -1.6650 0.9542 -0.3928
H 1.0944 -2.2529 0.1201
H 0.0486 -2.5593 -1.3001
H -1.4775 -0.7179 1.2752
H -2.6349 2.0216 0.6655
H -2.3032 0.2795 2.5106
H 3.0284 -0.5904 -0.3766
H 1.5170 -1.5792 -2.6714
H -0.5990 2.1200 2.2256
H -3.1914 -0.3478 1.0991
H -0.3068 2.8238 0.6254
H 0.2737 1.1748 1.0030


[2]
21
Properties=species:S:1:pos:R:3 method="wB97M-V/def2-TZVPD" fmax_ev_per_a=1.69 homo_lumo_gap_ev="3.832 / 10.616" homo_ev="-2.9 / -10.0" charge=0 de_lowest_ev=2.4282 multiplicity=2
O 3.6028 -0.0068 -0.3801
N 0.9983 0.0263 0.7454
C -1.9443 -0.3693 0.4283
C -0.8344 -0.8674 -1.7831
C -1.5461 -1.2466 -0.7262
C 0.1074 1.2817 0.8112
C -1.3447 1.0361 0.4488
H 0.2255 1.5496 1.8504
H 1.9840 0.2703 0.5181
H -1.9617 1.6345 1.1234
H 0.6631 -0.6427 0.0420
H -2.0247 -2.2205 -0.7287
H -0.5410 -1.6283 -2.4952
H -3.0237 -0.2494 0.4173
H 3.6862 -0.6173 -1.1245
H -1.5598 1.4839 -0.5291
H 0.8491 -0.4634 1.6731
H -0.5430 0.1566 -1.9662
H 4.3662 -0.1909 0.1861
H -1.7547 -0.8948 1.3720
H 0.5955 1.9584 0.1170


[3]
21
Properties=species:S:1:pos:R:3 method="wB97M-V/def2-TZVPD" fmax_ev_per_a=1.17 homo_lumo_gap_ev="9.835 / 7.209" homo_ev="-8.9 / -8.9" charge=0 de_lowest_ev=0.8997 multiplicity=2
O 1.0937 0.6317 -0.1370
N -2.1774 -2.3648 0.1364
C -1.2358 -1.2317 0.1240
C 1.7955 1.7609 -0.3898
C 3.2996 1.4789 -0.4321
C -1.7166 -0.1393 -0.8505
C -1.0114 -0.8229 1.5716
H -1.7450 -0.5701 -1.8544
H -2.9296 -2.1327 0.7628
H -0.7512 -1.7070 2.1521
H 3.9647 2.3368 -0.5141
H -0.2676 -1.5864 -0.2405
H -0.2093 -0.0882 1.5887
H 3.4874 0.8323 -1.2957
H -2.7273 0.2011 -0.6125
H -1.9015 -0.3914 2.0414
H 3.6246 0.8677 0.4108
H -2.5951 -2.5345 -0.7672
H 1.5795 2.4414 0.4627
H 1.4631 2.3137 -1.2806
H -1.0404 0.7044 -0.8762


[4]
21
Properties=species:S:1:pos:R:3 method="wB97M-V/def2-TZVPD" fmax_ev_per_a=2.58 homo_lumo_gap_ev=12.782 homo_ev=-15.6 charge=+1 de_lowest_ev=0.6775
O -3.1833 0.0623 0.7103
N -0.4112 -0.3589 -0.1162
C 0.2438 1.5480 -1.4519
C 0.4277 0.9065 -0.0765
C 1.8544 0.3609 0.0190
C 0.3345 -1.3639 0.6923
C 1.7760 -1.1916 0.1880
H 2.6121 0.7463 0.6976
H 0.6573 0.9187 -2.2421
H 2.4179 -1.7217 0.9143
H 1.9959 -1.8133 -0.7109
H -0.8330 1.6311 -1.6293
H -3.4570 0.2392 1.6320
H -0.1174 -2.3447 0.6530
H -4.0718 0.0868 0.3058
H 0.7561 2.5039 -1.5056
H 2.2665 0.4562 -0.9881
H -0.4007 -0.7510 -1.0640
H -1.4343 -0.3251 0.0201
H 0.1352 1.4620 0.8077
H 0.3875 -1.0612 1.7313


[5]
21
Properties=species:S:1:pos:R:3 method="wB97M-V/def2-TZVPD" fmax_ev_per_a=2.17 homo_lumo_gap_ev=9.515 homo_ev=-14.5 charge=+1 de_lowest_ev=4.4780
O -1.6858 1.3192 -0.2049
N 0.8146 1.3828 0.9547
C 0.4152 -1.0222 -0.5953
C -1.8295 0.1336 -1.0451
C -0.4834 -0.2881 -1.5967
C 0.6609 -0.6646 0.8143
C 1.9405 -1.1330 1.4457
H 0.0151 0.4420 -2.1957
H -0.1099 -0.7927 1.5582
H -0.6707 -0.9998 -2.3920
H 1.3081 -1.4042 -1.0666
H 1.7038 1.1173 1.3119
H 0.6647 2.3370 1.2617
H 1.7913 -2.2079 1.3170
H -2.0854 -0.5960 -0.2745
H -1.8027 2.0937 -0.7758
H 1.8402 -1.0795 2.5131
H -0.0539 1.2635 0.3846
H -0.0844 -1.9981 -0.4827
H -2.5815 0.2648 -1.8077
H 2.8146 -0.9099 0.8571


[6]
21
Properties=species:S:1:pos:R:3 method="wB97M-V/def2-TZVPD" fmax_ev_per_a=1.63 homo_lumo_gap_ev="10.710 / 7.242" homo_ev="-19.5 / -19.6" charge=+2 de_lowest_ev=0.6370 multiplicity=2
O -0.0109 -2.2279 -1.8012
N -1.8072 -1.0293 0.2092
C -0.6415 1.1494 -0.5814
C 1.2213 0.9018 1.1326
C 2.5803 0.6851 1.5213
C 0.7678 0.8854 -0.2014
C -1.7852 0.4658 0.1693
H -0.8806 -1.4171 0.4179
H -2.7323 0.8809 -0.1724
H -0.8340 1.1715 -1.6486
H -0.3056 -1.6650 -2.5370
H 3.2352 0.3100 0.7266
H 0.4974 1.1828 1.9046
H 0.9171 -1.9390 -1.8352
H -0.7213 2.1764 -0.1694
H 3.0286 1.6408 1.8426
H -1.7837 0.7973 1.2104
H -2.0126 -1.4615 -0.7007
H 1.4480 0.8189 -1.0405
H 2.6576 -0.0331 2.3441
H -2.4910 -1.3549 0.8973


[7]
22
Properties=species:S:1:pos:R:3 method="wB97M-V/def2-TZVPD" fmax_ev_per_a=1.12 homo_lumo_gap_ev=6.976 homo_ev=-3.2 charge=-1 de_lowest_ev=0.3450
O -1.0964 -1.7316 0.0144
O 1.0610 -2.7304 -0.9672
N -1.5424 0.5953 -0.5400
C -1.9483 -0.8640 -0.5596
C 0.5243 1.5438 0.6019
C 0.7941 0.5819 1.7839
C -0.0991 0.7964 -0.5745
C 1.8839 2.1024 0.1525
H -0.1003 0.5155 2.4015
H 0.1045 -2.6233 -0.6641
H 2.3931 2.5779 0.9936
H 0.2087 1.2190 -1.5417
H -0.1017 2.3788 0.9383
H 2.4983 1.2391 -0.1285
H 1.5378 -1.9637 -0.6528
H -1.8780 1.0227 0.3150
H 1.7009 0.8574 2.3242
H 0.3643 -0.1954 -0.5801
H 1.8616 2.7905 -0.6928
H -2.1203 -1.0939 -1.6295
H 0.9733 -0.4129 1.3845
H -2.9169 -0.8591 -0.0194


[8]
22
Properties=species:S:1:pos:R:3 method="wB97M-V/def2-TZVPD" fmax_ev_per_a=4.76 homo_lumo_gap_ev=7.218 homo_ev=-3.4 charge=-1 de_lowest_ev=1.7851
O 1.7917 -0.0311 -1.3890
O 3.8017 0.1493 0.1947
N -0.4034 0.9834 -1.1963
C -2.2912 0.5824 0.2579
C -0.2775 -0.9169 0.3221
C -0.8702 -1.6521 1.5870
C 1.0343 1.1075 -1.4027
C -0.7354 0.5409 0.1698
H -0.6532 -0.9715 2.3931
H -1.8724 -1.9470 1.2726
H -0.7156 0.3856 -1.9862
H 1.3291 1.7272 -0.6767
H 0.8811 -0.9648 0.2710
H -2.4902 1.1860 1.1250
H -0.6392 -1.5617 -0.4916
H -2.7624 -0.3372 0.4838
H -2.8974 1.1327 -0.5010
H 4.3225 0.4149 -0.4915
H 1.3274 1.5869 -2.3328
H -0.2228 -2.6134 1.7104
H 2.8014 0.0654 -0.3322
H -0.4582 1.1336 1.0126


[9]
22
Properties=species:S:1:pos:R:3 method="wB97M-V/def2-TZVPD" fmax_ev_per_a=2.80 homo_lumo_gap_ev="2.344 / 7.110" homo_ev="4.2 / -0.7" charge=-2 de_lowest_ev=0.8334 multiplicity=2
O -2.3334 -0.8992 -0.6968
O -1.7904 -2.3118 1.4011
N -0.2195 0.1584 -1.6210
C 0.1952 0.6908 0.8583
C 1.8107 1.2669 -0.9304
C 0.7583 0.2182 -0.4743
C -1.4480 -0.7160 -1.6991
C 1.0149 0.3379 2.0951
H -0.7763 0.1598 0.9100
H 0.7888 1.1334 2.8128
H -0.1358 1.7398 0.8858
H 1.9692 2.0138 -0.1481
H -1.9851 -0.2609 -2.6235
H 2.7530 0.7705 -1.1494
H -1.8321 -1.9855 0.4272
H 0.7295 -0.5920 2.5783
H -2.7072 -2.3114 1.6862
H -0.4546 1.1194 -1.8198
H 1.1845 -0.7845 -0.4454
H -1.0571 -1.6936 -2.0457
H 1.4579 1.7528 -1.8354
H 2.0775 0.1931 1.8341


[10]
22
Properties=species:S:1:pos:R:3 method="wB97M-V/def2-TZVPD" fmax_ev_per_a=1.48 homo_lumo_gap_ev="3.855 / 10.261" homo_ev="-3.3 / -9.8" charge=0 de_lowest_ev=2.0574 multiplicity=2
O -0.6023 2.8444 -0.8775
O -1.9047 0.1337 0.8785
N 1.9963 1.6033 -0.8929
C 0.1634 -1.7607 -0.3307
C -0.6946 -1.9537 0.9462
C 1.6256 0.1823 -0.7752
C -1.0849 -0.7205 1.7132
C 0.3906 -0.3072 -0.7475
H 1.1018 -2.3074 -0.3140
H -1.1916 3.0651 -1.6058
H -1.0089 2.0931 -0.4278
H -0.1496 -2.6138 1.6066
H 2.6993 1.6903 -1.6397
H -1.5867 -2.4890 0.6184
H -1.6655 -1.0070 2.5798
H -0.3706 -2.1327 -1.2113
H 2.3839 1.9686 0.0843
H 2.4154 -0.3978 -0.3241
H 1.1750 2.1627 -1.2145
H -0.5555 0.1099 -1.0363
H -0.3144 -0.0345 2.0393
H -2.8220 -0.1290 0.9309


[11]
22
Properties=species:S:1:pos:R:3 method="wB97M-V/def2-TZVPD" fmax_ev_per_a=3.60 homo_lumo_gap_ev=10.806 homo_ev=-13.8 charge=+1 de_lowest_ev=2.2506
O 1.7338 0.4154 0.4134
O 1.2442 -0.6296 -2.4497
N -1.0321 0.7591 -1.9949
C 0.0591 0.0336 2.1471
C -1.3133 0.8268 -0.5364
C 1.2201 -0.5956 1.3739
C -1.3404 -0.3118 0.1491
C -1.3459 -0.4508 1.6233
H 1.9878 -0.3468 -1.8824
H -0.0269 0.4284 -2.0213
H -1.2103 -1.1884 -0.4821
H 2.5054 0.8919 0.7723
H -2.2043 -0.0874 2.1969
H 1.1657 -1.5017 0.7820
H -1.5992 0.0169 -2.3844
H 0.1378 -0.3177 3.1763
H 2.0661 -0.6829 2.0478
H -1.6450 1.7847 -0.1625
H -1.1342 1.6402 -2.4967
H 1.2135 -1.5660 -2.2717
H 0.0039 1.1128 2.1381
H -1.4316 -1.5152 1.8637


[12]
22
Properties=species:S:1:pos:R:3 method="wB97M-V/def2-TZVPD" fmax_ev_per_a=4.08 homo_lumo_gap_ev=11.038 homo_ev=-14.3 charge=+1 de_lowest_ev=3.0450
O 1.5090 1.8764 1.9578
O -3.1672 -0.0401 0.4039
N 0.5830 -0.8318 0.8195
C 0.4763 -1.8922 -0.2474
C 0.2342 -1.1907 -1.5697
C 0.1217 0.6081 0.3724
C -0.1395 0.3170 -1.2104
C 1.1885 1.7733 0.5635
H -1.2151 0.5530 -1.3257
H 2.5392 1.9903 2.0930
H -0.7761 -1.4571 -1.9987
H 1.6689 -0.7729 1.0046
H -3.6854 -0.4935 -0.3050
H 0.2950 -1.1425 1.7534
H 0.4778 2.7114 0.2576
H -3.4629 0.6944 0.9066
H 1.3343 -2.5629 0.0559
H 1.0106 -1.2381 -2.2497
H 2.0843 1.6688 -0.0663
H 0.3410 0.9543 -1.9035
H -0.5606 -2.3808 -0.1445
H -0.8569 0.8556 0.8325


[13]
22
Properties=species:S:1:pos:R:3 method="wB97M-V/def2-TZVPD" fmax_ev_per_a=3.25 homo_lumo_gap_ev=8.955 homo_ev=-13.7 charge=+1 de_lowest_ev=2.4105
O 0.7902 1.5856 -3.8105
O 1.8706 -0.4762 1.5538
N -0.7749 1.6515 0.3818
C 1.3968 -1.8438 1.6060
C -0.5265 0.2739 -0.1866
C -1.7126 2.3400 -0.1094
C -0.7885 -0.7684 0.8901
C 0.0871 -1.9801 0.7756
H -2.3795 2.0361 -0.9108
H 0.5269 0.2656 -0.4558
H 1.2970 1.8479 -4.5930
H -0.6727 -0.3363 1.8870
H 2.6440 -0.4198 0.9864
H -0.3622 -2.9460 1.0496
H 2.2448 -2.4942 1.3555
H -2.0026 3.3205 0.2824
H 0.4431 -2.2457 -0.2422
H 1.2726 -2.0954 2.6597
H -1.8271 -1.1419 0.8305
H -0.0851 1.3496 -4.1260
H -0.2853 1.8535 1.2504
H -1.1564 0.2236 -1.0744


[14]
24
Properties=species:S:1:pos:R:3 method="wB97M-V/def2-TZVPD" fmax_ev_per_a=3.76 homo_lumo_gap_ev="4.917 / 7.040" homo_ev="-7.6 / -14.8" charge=+1 multiplicity=3
Si -0.2766 0.3129 -0.4620
O -1.3178 -0.8787 -0.5207
O 0.9593 -0.0886 0.7015
O -0.8739 1.5743 0.3080
N 0.9713 0.5504 -1.6222
C -1.4356 -2.1958 -1.0256
C 0.4954 -0.5681 1.9144
C 2.4033 -0.1304 0.3446
C -2.0373 2.3670 0.1120
C 2.3493 0.4934 -1.0748
H 0.3456 -1.5998 1.7990
H -0.6127 -2.4925 -1.8089
H -2.2665 -2.2158 -1.6578
H -2.0996 2.8451 -0.8008
H -1.8431 3.1386 0.8673
H 0.9325 1.0388 -2.5103
H 2.8620 0.6861 0.9604
H -3.0045 1.7176 0.2921
H 2.7311 -1.1460 0.4335
H -1.3020 -2.9045 -0.2367
H -0.3780 0.0268 2.2149
H 1.1857 -0.5865 2.7576
H 2.7890 1.5365 -0.9710
H 2.9590 -0.1282 -1.8637


[15]
22
Properties=species:S:1:pos:R:3 method="wB97M-V/def2-TZVPD" fmax_ev_per_a=3.97 homo_lumo_gap_ev=8.838 homo_ev=-7.9 charge=0 de_lowest_ev=1.9085 smiles="C=[P@](N)(CCC)OC"
P 0.7206 -0.6332 0.0633
O 0.9401 0.9127 0.6837
N 0.2842 -1.3024 1.5752
C 1.7579 1.7184 -0.1197
C -2.0706 -0.4932 -0.3619
C -2.1876 0.6744 0.5633
C 2.0909 -1.1206 -0.8558
C -0.7312 -0.4588 -1.0254
H -2.0700 1.7034 -0.0214
H -0.4487 -1.1865 -1.7795
H -2.0932 -1.5360 0.1951
H -0.6497 0.5129 -1.3178
H 2.6728 1.2033 -0.4417
H 1.3324 2.0122 -1.0673
H 2.9517 -1.3295 -0.1737
H 2.0091 2.7227 0.2446
H 1.0165 -1.9891 1.7998
H 1.7920 -1.9621 -1.4330
H 0.2026 -0.5097 2.1904
H -1.5550 0.7376 1.4316
H -2.8952 -0.5286 -1.2600
H -3.0695 0.8521 1.1103


[16]
22
Properties=species:S:1:pos:R:3 method="wB97M-V/def2-TZVPD" fmax_ev_per_a=5.45 homo_lumo_gap_ev=9.439 homo_ev=-8.4 charge=0 de_lowest_ev=1.8491 smiles="CNP(C)O.C=CC"
P -1.2305 0.0854 -0.0384
O -1.0546 -0.4751 -1.5883
N -2.9491 -0.1736 0.0489
C 2.6080 -0.8862 -1.0851
C 3.1666 -0.9100 0.1095
C -3.6626 -1.2252 0.7644
C -1.4171 1.9066 -0.4520
C 3.5028 0.4953 0.6114
H 3.1923 0.5695 1.6293
H -0.5612 2.1862 -1.1101
H 2.4874 -1.7290 -1.5996
H -3.3765 -2.1576 0.3007
H -1.3267 2.4102 0.3921
H 2.2726 0.0196 -1.5478
H 3.1260 1.2822 -0.1797
H 4.5331 0.5270 0.7247
H -2.3459 2.0484 -1.0350
H -3.3360 -1.3980 1.7095
H -3.5834 0.6129 0.0633
H -4.7181 -1.1069 0.6095
H -0.3209 -1.1397 -1.7457
H 3.6251 -1.9030 0.5575


[17]
21
Properties=species:S:1:pos:R:3 method="wB97M-V/def2-TZVPD" fmax_ev_per_a=2.17 homo_lumo_gap_ev="2.125 / 5.973" homo_ev="4.3 / 0.4" charge=-2 de_lowest_ev=0.1001 multiplicity=2
S 0.7893 0.6868 -1.1960
N -0.8836 -0.1616 1.7765
C 1.2954 -0.6111 -2.3827
C -0.1538 1.1230 1.9479
C 1.2776 0.8449 2.4212
C 0.1558 -1.1354 -3.2584
C -1.9777 -0.1603 0.7673
H 1.8241 0.3482 1.6567
H -0.0899 1.5583 0.9127
H 0.4324 -1.8754 -4.0242
H -0.7369 -1.4586 -2.6969
H 1.7462 -1.4038 -1.7478
H 1.2216 0.1312 3.3083
H 2.1071 -0.2304 -3.0563
H -0.1942 -0.2185 -3.8367
H -2.2494 -1.1923 0.4661
H -1.5343 0.3070 -0.1307
H -1.2672 -0.5146 2.6287
H -2.9172 0.3481 1.1134
H -0.6900 1.8873 2.6238
H 1.8448 1.7273 2.7069


[18]
21
Properties=species:S:1:pos:R:3 method="wB97M-V/def2-TZVPD" fmax_ev_per_a=6.57 homo_lumo_gap_ev="5.118 / 6.659" homo_ev="-7.8 / -15.8" charge=+1 de_lowest_ev=3.2804 multiplicity=3
Si 2.4701 -0.0837 0.0405
N -0.3480 0.6142 -0.3594
C 0.0254 2.0959 -0.1156
C -0.1031 -1.7190 -0.1755
C -1.7316 0.0533 0.0236
C 0.5074 -0.3802 0.3663
C -1.5882 -1.4626 -0.0208
H 1.0816 2.0776 0.0822
H -1.9709 0.5650 0.9904
H 0.2560 -2.6666 0.1172
H -2.5980 0.3341 -0.5992
H 0.4224 -0.3329 1.5056
H 0.1364 -1.6314 -1.3453
H -2.0913 -1.9853 -0.7148
H -0.2531 0.4172 -1.2823
H 2.7826 0.7373 -1.0901
H 2.6791 0.7386 1.1717
H -0.6003 2.4934 0.5917
H -0.2276 2.6170 -1.0430
H -2.0509 -1.8108 0.9314
H 3.1918 -1.3524 0.1064


[19]
20
Properties=species:S:1:pos:R:3 method="wB97M-V/def2-TZVPD" fmax_ev_per_a=4.78 homo_lumo_gap_ev=10.796 homo_ev=-9.9 charge=0 de_lowest_ev=1.8059 smiles=CC(C)O.CC
O -0.3463 -1.8029 -2.3695
C 0.9609 0.1202 -1.8536
C 0.4152 -1.1942 -1.2307
C 1.3898 -2.2966 -0.6661
C -0.6327 1.5266 1.5006
C -1.5919 1.8107 2.6494
H 0.8912 0.9640 -1.1774
H -1.0536 -1.0792 -2.5518
H -2.6648 1.8216 2.3384
H 0.0484 2.3028 1.2409
H -1.2444 2.7932 3.0081
H -0.3366 -0.8544 -0.5402
H -1.1629 1.4242 0.5985
H 1.8374 -3.0656 -1.2813
H 0.4277 0.3868 -2.7351
H 0.7344 -2.7374 0.1994
H -1.6350 1.0497 3.4015
H -0.0912 0.5835 1.7019
H 1.9957 -0.0037 -2.2592
H 2.0588 -1.7493 0.0264


[20]
20
Properties=species:S:1:pos:R:3 method="wB97M-V/def2-TZVPD" fmax_ev_per_a=1.90 homo_lumo_gap_ev=11.745 homo_ev=-10.8 charge=0 de_lowest_ev=0.6111 smiles=CCCCC.O
O -1.0769 5.2654 -5.8363
C -3.3230 -0.6031 -1.5881
C -0.8223 -1.1270 -0.6000
C -1.7373 -0.8218 -1.8291
C 0.0000 0.0000 0.0000
C -3.6287 0.4936 -0.5760
H -1.3751 0.0846 -2.3514
H -3.2357 0.1321 0.3891
H -3.7131 -0.3934 -2.6027
H -0.1688 -2.0005 -0.7880
H -0.6250 0.9050 0.0830
H 0.3514 -0.2785 1.0078
H -1.5327 -1.4046 0.2023
H 0.8772 0.2345 -0.6262
H -4.6999 0.7268 -0.4546
H -3.0956 1.4201 -0.8481
H -0.4459 6.0204 -5.8387
H -0.5550 4.5048 -6.1791
H -1.5159 -1.6933 -2.4746
H -3.7595 -1.5631 -1.2515